Formula: C18H28N2O6
Source: the OMol25 dataset
Level of theory: wB97M-V/def2-TZVPD

Its HOMO-LUMO gap is 9.81 eV. For the HOMO energy, the calculation gives -0.3361 hartree. Its SMILES is CCOC(=O)C1CCN(C(=O)C(=O)N2CCC(C(=O)OCC)CC2)CC1. As for the max |F|: 0.0108 Eh/bohr. As for the energy above the lowest of the compared OMol25 structures with the same formula, charge and spin: 0.1 kcal/mol. As for the multiplicity: 1. The total energy comes out at -34387.6954 eV.

Atoms and positions in Å:
1 C 5.784 4.266 2.064
2 C 5.348 2.856 2.415
3 H 6.133 2.318 2.958
4 H 4.447 2.859 3.038
5 O 5.067 2.155 1.201
6 C 4.661 0.889 1.321
7 O 4.537 0.332 2.382
8 C 4.382 0.291 -0.048
9 C 3.089 0.900 -0.614
10 H 3.130 1.988 -0.555
11 H 2.978 0.613 -1.661
12 C 1.876 0.372 0.154
13 N 1.848 -1.068 0.076
14 C 1.056 -1.778 -0.748
15 O 1.118 -2.989 -0.867
16 C 0.074 -0.959 -1.587
17 O 0.487 -0.255 -2.497
18 N -1.228 -1.123 -1.309
19 C -1.756 -1.853 -0.181
20 H -0.954 -2.390 0.323
21 C -2.450 -0.892 0.788
22 H -2.909 -1.470 1.589
23 H -1.711 -0.215 1.223
24 C -3.519 -0.068 0.065
25 C -4.713 -0.936 -0.312
26 O -4.864 -2.084 0.013
27 O -5.593 -0.243 -1.039
28 C -6.789 -0.920 -1.435
29 C -7.838 -0.882 -0.333
30 H -8.754 -1.348 -0.687
31 H -7.482 -1.426 0.538
32 H -8.049 0.146 -0.048
33 H -6.543 -1.956 -1.687
34 H -7.132 -0.389 -2.325
35 C -2.921 0.621 -1.168
36 H -3.703 1.136 -1.725
37 C -2.231 -0.405 -2.065
38 H -1.728 0.084 -2.902
39 H -2.964 -1.122 -2.453
40 H -2.186 1.360 -0.841
41 H -3.912 0.700 0.742
42 H -2.484 -2.585 -0.544
43 C 2.999 -1.695 0.696
44 C 4.280 -1.236 -0.001
45 H 5.140 -1.650 0.526
46 H 4.282 -1.617 -1.024
47 H 2.879 -2.776 0.602
48 H 3.029 -1.419 1.753
49 H 0.959 0.790 -0.263
50 H 1.945 0.653 1.212
51 H 5.215 0.589 -0.693
52 H 6.673 4.238 1.441
53 H 6.003 4.817 2.973
54 H 4.995 4.777 1.519


Formula: C47H61CsF2N6O8SSi
Source: the OMol25 dataset
Level of theory: wB97M-V/def2-TZVPD

Its HOMO-LUMO gap is 6.81 eV. The total charge is -2. For the HOMO energy, the calculation gives -0.1120 hartree. As for the max |F|: 0.0426 Eh/bohr. As for the energy above the lowest of the compared OMol25 structures with the same formula, charge and spin: 0.0 kcal/mol. As for the multiplicity: 1. The total energy comes out at -99754.2609 eV.

Atoms and positions in Å:
1 Cs 8.689 -1.437 21.930
2 N 9.433 2.538 24.590
3 C 9.003 1.389 24.083
4 N 8.931 0.282 24.680
5 C 9.344 0.202 26.018
6 N 9.091 -0.807 26.787
7 N 8.393 -1.801 26.208
8 C 9.059 -2.549 25.436
9 C 8.431 -3.584 24.603
10 C 9.260 -4.570 24.056
11 C 8.669 -5.594 23.341
12 C 7.290 -5.564 23.161
13 C 6.562 -4.491 23.593
14 N 7.117 -3.521 24.347
15 C 10.047 1.375 26.593
16 C 10.623 1.361 27.846
17 C 11.243 2.496 28.352
18 C 11.220 3.681 27.619
19 C 10.620 3.756 26.375
20 C 10.027 2.603 25.865
21 H 9.468 3.282 23.915
22 H 8.748 1.502 23.063
23 H 10.133 -2.441 25.299
24 H 10.332 -4.471 24.187
25 H 9.266 -6.382 22.909
26 H 6.822 -6.292 22.492
27 H 5.478 -4.411 23.400
28 H 10.598 0.453 28.412
29 H 11.682 2.480 29.367
30 H 11.617 4.582 28.088
31 H 10.578 4.698 25.845
32 F 12.962 3.649 20.437
33 C 11.634 3.613 20.666
34 C 10.936 2.425 20.638
35 C 9.563 2.426 20.902
36 C 8.936 3.655 21.228
37 C 9.715 4.838 21.238
38 F 9.145 6.044 21.568
39 C 11.060 4.841 20.940
40 C 7.461 3.680 21.496
41 C 6.650 4.651 20.900
42 C 5.282 4.644 21.119
43 C 4.729 3.632 21.897
44 C 5.609 2.732 22.481
45 N 6.918 2.720 22.256
46 H 11.450 1.502 20.388
47 H 11.650 5.744 20.941
48 H 7.097 5.386 20.280
49 H 4.586 5.380 20.664
50 H 3.679 3.527 22.000
51 H 5.235 1.952 23.132
52 O 6.749 -2.263 19.690
53 H 7.098 -1.435 19.301
54 H 5.951 -2.006 20.190
55 O 7.567 0.635 19.652
56 H 8.296 1.187 20.099
57 H 6.742 0.935 20.068
58 O 5.170 -0.605 24.929
59 H 5.852 -1.252 24.949
60 H 4.877 -0.597 24.000
61 C 2.577 -3.199 18.208
62 C 1.943 -2.014 18.906
63 C 2.784 -0.791 18.620
64 C 0.503 -1.766 18.432
65 O 1.839 -2.355 20.281
66 Si 2.293 -1.353 21.536
67 S 4.316 -1.009 21.753
68 O 1.434 0.029 21.193
69 C 0.795 0.995 22.041
70 C -0.552 0.455 22.522
71 C 1.726 1.313 23.226
72 C 0.597 2.246 21.184
73 O 1.537 -1.954 22.861
74 C 1.430 -3.262 23.346
75 C 1.079 -3.198 24.839
76 C 2.790 -3.963 23.153
77 C 0.323 -3.993 22.582
78 H 2.554 -3.101 17.127
79 H 2.054 -4.123 18.435
80 H 3.621 -3.326 18.519
81 H 2.856 -0.671 17.546
82 H 3.797 -0.885 19.002
83 H 2.346 0.095 19.056
84 H 0.489 -1.577 17.349
85 H 0.087 -0.914 18.980
86 H -0.094 -2.653 18.608
87 H -0.366 -0.361 23.203
88 H -1.205 0.160 21.689
89 H -1.067 1.234 23.083
90 H 1.948 0.411 23.789
91 H 1.236 2.014 23.888
92 H 2.668 1.706 22.848
93 H -0.038 2.021 20.352
94 H 1.563 2.604 20.814
95 H 0.146 3.012 21.784
96 H 1.849 -2.665 25.403
97 H 0.984 -4.189 25.223
98 H 0.118 -2.680 24.954
99 H 3.583 -3.428 23.643
100 H 3.017 -4.083 22.085
101 H 2.752 -4.980 23.548
102 H -0.598 -3.460 22.771
103 H 0.254 -5.023 22.977
104 H 0.589 -4.040 21.516
105 C 16.852 1.628 22.158
106 C 15.671 0.688 22.317
107 C 15.798 -0.637 21.899
108 C 14.776 -1.563 21.997
109 C 15.099 -2.951 21.518
110 C 13.539 -1.209 22.531
111 C 13.398 0.125 22.988
112 C 12.100 0.583 23.615
113 C 14.444 1.038 22.897
114 C 12.360 -2.222 22.370
115 O 11.611 -2.478 23.351
116 O 12.328 -2.719 21.221
117 H 17.704 1.061 21.835
118 H 17.138 2.084 23.096
119 H 16.653 2.415 21.453
120 H 16.772 -0.957 21.481
121 H 16.160 -3.107 21.464
122 H 14.631 -3.187 20.564
123 H 14.741 -3.721 22.211
124 H 12.080 0.301 24.689
125 H 11.215 0.060 23.174
126 H 11.917 1.660 23.518
127 H 14.300 2.048 23.265


Formula: H20O10
Source: the OMol25 dataset
Level of theory: wB97M-V/def2-TZVPD

Its HOMO-LUMO gap is 10.30 eV. For the HOMO energy, the calculation gives -0.3937 hartree. Its SMILES is O.O.O.O.O.O.O.O.O.O. As for the max |F|: 0.0074 Eh/bohr. As for the energy above the lowest of the compared OMol25 structures with the same formula, charge and spin: 66.5 kcal/mol. As for the multiplicity: 1. The total energy comes out at -20799.7280 eV.

Atoms and positions in Å:
1 O 1.836 2.342 1.575
2 H 1.955 1.528 2.073
3 H 2.398 2.208 0.804
4 O 1.356 -3.149 1.233
5 H 0.636 -3.226 1.863
6 H 0.918 -3.046 0.381
7 O -1.567 -2.627 0.097
8 H -1.166 -1.748 0.016
9 H -1.592 -2.825 1.038
10 O 1.198 2.008 -1.712
11 H 1.766 2.702 -2.062
12 H 0.322 2.409 -1.673
13 O 3.276 -0.009 -2.076
14 H 2.393 0.380 -2.027
15 H 3.742 0.506 -2.740
16 O -0.679 -1.858 -2.822
17 H -0.764 -2.783 -2.572
18 H -0.599 -1.395 -1.982
19 O -1.936 2.697 -2.634
20 H -2.660 3.305 -2.815
21 H -1.803 2.779 -1.685
22 O -0.047 -0.222 -0.148
23 H 0.162 0.588 -0.629
24 H -0.299 0.056 0.747
25 O -0.619 0.598 2.462
26 H -0.916 1.516 2.481
27 H 0.192 0.593 2.980
28 O -2.458 -1.312 3.606
29 H -1.883 -0.614 3.259
30 H -3.166 -1.401 2.962


Formula: C20H24ClN3O
Source: the OMol25 dataset
Level of theory: wB97M-V/def2-TZVPD

Its HOMO-LUMO gap is 8.38 eV. For the HOMO energy, the calculation gives -0.2860 hartree. Its SMILES is C[C@@H](NC(=O)CN1CCN(c2cccc(Cl)c2)CC1)c1ccccc1. As for the max |F|: 0.0099 Eh/bohr. As for the energy above the lowest of the compared OMol25 structures with the same formula, charge and spin: 0.8 kcal/mol. As for the multiplicity: 1. The total energy comes out at -40170.4326 eV.

Atoms and positions in Å:
1 C -3.275 -0.894 1.624
2 H -4.176 -1.205 2.147
3 H -3.560 -0.306 0.755
4 H -2.685 -0.270 2.292
5 C -2.474 -2.125 1.191
6 N -1.285 -1.724 0.468
7 C -1.051 -2.037 -0.817
8 O -1.790 -2.704 -1.510
9 C 0.282 -1.483 -1.330
10 N 0.606 -0.225 -0.681
11 C 2.010 0.148 -0.738
12 C 2.412 0.698 -2.115
13 N 1.591 1.835 -2.477
14 C 1.963 3.123 -2.143
15 C 1.238 4.209 -2.655
16 C 1.626 5.503 -2.379
17 C 2.741 5.785 -1.608
18 C 3.471 4.717 -1.117
19 C 3.095 3.412 -1.370
20 H 3.691 2.620 -0.946
21 H 4.346 4.906 -0.513
22 H 3.027 6.803 -1.403
23 Cl 0.692 6.808 -3.033
24 H 0.383 4.050 -3.291
25 C 0.193 1.451 -2.499
26 C -0.225 0.883 -1.130
27 H -1.263 0.548 -1.169
28 H -0.140 1.680 -0.383
29 H -0.441 2.302 -2.736
30 H 0.056 0.695 -3.279
31 H 3.466 0.969 -2.142
32 H 2.248 -0.076 -2.873
33 H 2.620 -0.720 -0.478
34 H 2.168 0.924 0.019
35 H 0.221 -1.433 -2.426
36 H 1.051 -2.217 -1.072
37 H -0.610 -1.130 0.926
38 C -2.114 -2.978 2.386
39 C -1.202 -2.527 3.332
40 C -0.884 -3.307 4.430
41 C -1.476 -4.547 4.597
42 C -2.386 -5.004 3.660
43 C -2.700 -4.224 2.560
44 H -3.407 -4.587 1.828
45 H -2.850 -5.971 3.784
46 H -1.228 -5.154 5.455
47 H -0.172 -2.944 5.158
48 H -0.735 -1.559 3.216
49 H -3.065 -2.716 0.483


Formula: C3H5N3O
Source: the OMol25 dataset
Level of theory: wB97M-V/def2-TZVPD

Its HOMO-LUMO gap is 10.66 eV. For the HOMO energy, the calculation gives -0.3655 hartree. Its SMILES is [H]/N=C/N1N=C1CO. As for the max |F|: 0.0109 Eh/bohr. As for the energy above the lowest of the compared OMol25 structures with the same formula, charge and spin: 101.1 kcal/mol. As for the multiplicity: 1. The total energy comes out at -9706.1996 eV.

Atoms and positions in Å:
1 O -2.440 1.019 0.277
2 C -1.500 -0.010 0.406
3 C -0.378 0.099 -0.561
4 N 0.135 0.742 -1.487
5 N 1.939 0.316 0.752
6 C 1.869 -0.523 -0.191
7 N 0.709 -0.691 -1.006
8 H -2.821 0.977 -0.609
9 H -1.933 -1.014 0.278
10 H -1.081 0.045 1.415
11 H 2.851 0.273 1.206
12 H 2.651 -1.232 -0.478


Formula: C24H28AgCl2N4
Source: the OMol25 dataset
Level of theory: wB97M-V/def2-TZVPD

Its HOMO-LUMO gap is 6.03 eV. The total charge is +3. For the HOMO energy, the calculation gives -0.5475 hartree. As for the max |F|: 0.0396 Eh/bohr. As for the energy above the lowest of the compared OMol25 structures with the same formula, charge and spin: 2.0 kcal/mol. As for the multiplicity: 1. The total energy comes out at -60322.8304 eV.

Atoms and positions in Å:
1 Ag -1.775 0.702 1.590
2 C -4.604 -1.633 0.836
3 N -4.282 -1.725 -0.601
4 C -3.014 -2.064 -0.900
5 C -2.605 -2.062 -2.240
6 C -3.480 -1.682 -3.255
7 C -4.773 -1.354 -2.877
8 C -5.192 -1.408 -1.547
9 C -3.123 -1.648 -4.674
10 C -3.896 -2.493 -5.505
11 C -3.465 -2.735 -6.784
12 N -2.415 -2.072 -7.314
13 C -1.687 -1.232 -6.536
14 C -2.016 -1.009 -5.207
15 C -2.030 -2.312 -8.719
16 H -4.104 -2.410 1.414
17 H -5.662 -1.830 0.998
18 H -4.311 -0.687 1.276
19 H -2.364 -2.421 -0.114
20 H -1.562 -2.309 -2.384
21 H -5.457 -0.935 -3.602
22 H -6.174 -1.150 -1.183
23 H -4.718 -3.051 -5.082
24 H -3.957 -3.299 -7.566
25 H -0.836 -0.778 -7.022
26 H -1.376 -0.427 -4.559
27 H -1.336 -3.137 -8.858
28 H -1.481 -1.425 -9.038
29 H -2.894 -2.334 -9.378
30 C 7.621 2.911 1.173
31 N 6.409 2.614 1.976
32 C 5.435 1.859 1.439
33 C 4.296 1.556 2.190
34 C 4.179 2.107 3.459
35 C 5.196 2.896 3.989
36 C 6.295 3.153 3.213
37 C 2.936 1.831 4.220
38 C 2.972 1.554 5.601
39 C 1.909 0.958 6.223
40 N 0.722 0.855 5.590
41 C 0.573 1.295 4.349
42 C 1.649 1.815 3.645
43 C -0.440 0.364 6.339
44 H 7.992 3.901 1.436
45 H 7.269 3.211 0.182
46 H 8.331 2.095 1.102
47 H 5.619 1.611 0.404
48 H 3.505 0.989 1.723
49 H 5.047 3.479 4.887
50 H 7.112 3.753 3.586
51 H 3.905 1.621 6.146
52 H 1.961 0.567 7.228
53 H -0.379 1.083 3.879
54 H 1.593 2.199 2.636
55 H -0.197 -0.214 7.228
56 H -1.025 -0.307 5.708
57 H -0.921 1.298 6.631
58 Cl -3.051 1.516 -0.587
59 Cl -1.924 -1.653 3.234


Formula: C42H42Cl2N8O7PdS
Source: the OMol25 dataset
Level of theory: wB97M-V/def2-TZVPD

Its HOMO-LUMO gap (alpha / beta) is 7.02 / 7.02 eV. For the HOMO energy (alpha / beta), the calculation gives -0.2764 / -0.2765 hartree. As for the max |F|: 0.0187 Eh/bohr. As for the energy above the lowest of the compared OMol25 structures with the same formula, charge and spin: 13.9 kcal/mol. As for the multiplicity: 3. The total energy comes out at -109847.4025 eV. The expectation value of S² is 2.006.

Atoms and positions in Å:
1 Pd -0.060 0.244 0.418
2 Cl 1.052 -3.726 6.989
3 C 0.916 -4.163 5.302
4 C 2.050 -4.572 4.629
5 C 1.959 -4.916 3.294
6 C 0.728 -4.884 2.663
7 C -0.406 -4.493 3.349
8 Cl -1.926 -4.613 2.535
9 C -0.343 -4.074 4.693
10 N -1.444 -3.698 5.444
11 C -2.564 -2.923 5.030
12 C -3.822 -3.449 5.322
13 C -4.974 -2.764 4.990
14 C -4.884 -1.540 4.347
15 C -3.641 -0.995 4.085
16 C -2.464 -1.650 4.443
17 C -1.171 -0.885 4.256
18 C -0.899 -0.426 2.822
19 O -0.283 0.673 2.686
20 O -1.276 -1.094 1.843
21 H 2.997 -4.607 5.150
22 H 2.844 -5.190 2.740
23 H 0.638 -5.167 1.625
24 H -1.285 -3.705 6.437
25 H -3.874 -4.421 5.796
26 H -5.940 -3.186 5.234
27 H -5.782 -1.004 4.066
28 H -3.567 -0.028 3.599
29 H -0.304 -1.460 4.580
30 H -1.214 0.025 4.856
31 O 2.679 -0.345 -0.188
32 N 2.535 -1.318 0.584
33 O 3.483 -2.059 0.850
34 O 1.394 -1.531 1.099
35 N -1.948 3.537 -1.599
36 C -2.215 2.273 -1.193
37 S -2.121 1.931 0.455
38 N -2.654 1.453 -2.160
39 C -3.313 0.192 -2.128
40 C -3.213 -0.746 -1.107
41 C -3.958 -1.914 -1.179
42 C -4.797 -2.162 -2.253
43 C -4.867 -1.242 -3.289
44 C -4.126 -0.077 -3.227
45 H -1.469 4.110 -0.926
46 H -1.716 3.720 -2.564
47 H -2.647 1.853 -3.088
48 H -2.579 -0.604 -0.254
49 H -3.879 -2.630 -0.371
50 H -5.397 -3.062 -2.283
51 H -5.512 -1.425 -4.139
52 H -4.186 0.644 -4.035
53 O 1.162 3.960 -1.585
54 C 0.912 2.845 -2.037
55 N 0.829 2.574 -3.397
56 C 0.789 1.132 -3.611
57 C 0.473 0.693 -2.163
58 O 0.096 -0.431 -1.818
59 N 0.600 1.721 -1.320
60 C 2.157 0.642 -4.092
61 C 2.507 0.877 -5.420
62 C 3.761 0.517 -5.886
63 C 4.668 -0.096 -5.034
64 C 4.317 -0.343 -3.716
65 C 3.068 0.033 -3.239
66 C -0.289 0.666 -4.572
67 C -1.107 1.554 -5.260
68 C -2.016 1.086 -6.202
69 C -2.123 -0.271 -6.452
70 C -1.335 -1.165 -5.738
71 C -0.425 -0.702 -4.803
72 H 1.344 3.160 -4.035
73 H 1.794 1.342 -6.091
74 H 4.022 0.714 -6.918
75 H 5.648 -0.376 -5.399
76 H 5.013 -0.835 -3.049
77 H 2.816 -0.145 -2.202
78 H -1.014 2.619 -5.081
79 H -2.629 1.793 -6.748
80 H -2.810 -0.635 -7.204
81 H -1.412 -2.227 -5.928
82 H 0.191 -1.394 -4.245
83 C 1.914 4.200 2.524
84 C 1.211 3.150 1.627
85 N 2.113 2.029 1.375
86 C 3.236 2.479 0.565
87 C 3.939 3.670 1.263
88 N 3.351 3.803 2.633
89 C 3.469 2.508 3.372
90 C 2.605 1.462 2.622
91 H 1.493 4.225 3.529
92 H 1.864 5.200 2.093
93 H 0.946 3.581 0.664
94 H 0.311 2.777 2.107
95 H 2.858 2.799 -0.400
96 H 3.907 1.637 0.407
97 H 3.755 4.601 0.727
98 H 5.014 3.520 1.361
99 H 3.858 4.520 3.144
100 H 3.124 2.662 4.394
101 H 4.522 2.231 3.401
102 H 1.746 1.157 3.212
103 H 3.201 0.577 2.398